C15H21Cl6O2P2Pr | ωB97M-V with the def2-TZVPD basis set

Summary:
- Strongest force on any atom: 6.81 eV Å⁻¹
- Gap between HOMO and LUMO (alpha / beta): 4.61 / 4.61 eV

Geometry as ORCA input:
```
! RIJCOSX wB97M-V def2-TZVPD def2/J DEFGRID3
* xyz 2 3
C 0.11 -0.10 -4.62
C 0.62 -0.15 -3.33
H 0.96 -0.04 -5.32
H -0.57 0.77 -4.70
H -0.49 -1.01 -4.78
O 1.33 0.04 -2.42
Cl -2.11 -0.18 -1.93
Pr -0.70 0.05 0.20
P 0.02 2.79 -0.85
C 1.29 3.85 -0.04
C 0.32 3.33 -2.57
H 0.49 4.41 -2.55
H -1.21 4.86 -0.87
H -0.58 3.10 -3.17
H -2.28 3.46 -1.19
H 2.28 3.57 -0.42
H 1.19 2.82 -2.98
C -1.46 3.84 -0.57
H 1.06 4.89 -0.33
H -1.77 3.83 0.48
H 1.26 3.75 1.05
P 0.28 -2.59 -0.46
C 1.64 -3.43 0.44
C -1.14 -3.63 -0.12
H -0.15 -3.01 -2.79
H 0.84 -4.30 -2.02
H 1.61 -2.74 -2.49
C 0.69 -3.22 -2.12
H -1.95 -3.36 -0.79
H -0.85 -4.66 -0.29
H 1.43 -4.51 0.34
H 1.65 -3.13 1.50
H -1.48 -3.52 0.91
H 2.59 -3.16 -0.05
C 1.83 0.12 -0.19
O 2.96 0.13 -0.41
Cl -0.36 -3.18 3.12
C -0.73 -1.59 3.71
C -0.75 -0.51 2.83
C -0.91 0.76 3.35
Cl -0.81 2.15 2.24
C -1.05 1.01 4.73
Cl -1.10 2.61 5.32
C -1.05 -0.09 5.61
Cl -1.20 0.17 7.28
C -0.91 -1.41 5.10
Cl -0.85 -2.75 6.17
*
```

Löwdin atomic charge list, values in e, 8 entries: number 1, C, carries 0.0723; number 2, C, carries -0.0600; number 3, H, carries 0.1693; number 4, H, carries 0.1546; number 5, H, carries 0.1502; number 6, O, carries 0.1853; number 7, Cl, carries 0.1276; number 8, Pr, carries 0.3127